[1]
{
  "formula": "C5H4Cl2INO2",
  "method": "wB97M-V/def2-TZVPD",
  "gap_ha": 0.3283,
  "spin_multiplicity": 1,
  "e_homo_ha": -0.3235,
  "fmax_ev_per_a": 2.00,
  "energy_ev": -43977.537,
  "e_above_lowest_kj_mol": 169.9,
  "species": ["C", "C", "C", "C", "C", "N", "O", "O", "Cl", "Cl", "I", "H", "H", "H", "H"],
  "positions_angstrom": [[0.3690, 2.2748, 0.2660], [-0.3547, -1.9692, -0.6507], [0.0195, 2.2208, -0.9681], [-1.6238, -1.5565, -0.6869], [1.0399, -0.6032, 0.9102], [0.6591, -1.2824, -0.0753], [0.6568, 2.2334, 1.3820], [0.2614, -0.3427, 1.9500], [0.1779, -3.1833, -1.7020], [-2.1153, -0.2952, 0.4289], [3.0528, -0.1209, 0.8718], [0.2233, 3.0231, -1.6450], [-0.3951, 1.2728, -1.3231], [-2.3837, -2.0534, -1.3016], [0.4128, 0.3819, 2.5439]],
  "forces_ev_per_a": [[0.0, -0.2, 0.3], [-0.6, 1.8, 0.4], [-0.4, -0.5, -1.4], [-0.6, -0.3, 0.6], [-1.3, -1.0, -0.9], [1.6, 0.2, 0.4], [0.2, 0.5, 1.0], [-0.5, -1.2, 0.3], [0.2, -1.2, -0.7], [-0.5, -0.5, -1.0], [0.6, 0.4, 0.4], [0.0, 0.3, -0.2], [0.1, 0.4, 0.1], [0.3, 0.5, 0.4], [1.0, 0.7, 0.1]]
}

[2]
{
  "formula": "C5H4Cl2N2O",
  "method": "wB97M-V/def2-TZVPD",
  "gap_ha": [0.2803, 0.2764],
  "spin_multiplicity": 1,
  "e_homo_ha": [-0.3208, -0.3204],
  "fmax_ev_per_a": 1.35,
  "energy_ev": -35314.618,
  "e_above_lowest_kj_mol": 502.4,
  "species": ["C", "C", "C", "C", "C", "N", "N", "O", "Cl", "Cl", "H", "H", "H", "H"],
  "positions_angstrom": [[-0.3176, -0.7344, 0.2014], [-0.6097, 0.6145, 0.0608], [1.0166, -1.1227, 0.0823], [0.3896, 1.5286, -0.1740], [1.9377, -0.1512, -0.1406], [1.7018, 1.1609, -0.2694], [5.5351, -0.2593, -0.7066], [2.5965, 2.0071, -0.4628], [6.3607, 0.3217, 0.6386], [4.0202, -0.8504, -0.3572], [-1.0865, -1.4667, 0.3851], [-1.6265, 0.9656, 0.1329], [1.3191, -2.1539, 0.1681], [0.2154, 2.5872, -0.2972]],
  "forces_ev_per_a": [[0.2, -0.1, -0.1], [0.1, -0.2, 0.0], [-0.6, 0.1, 0.1], [-0.3, 0.3, 0.0], [1.2, -0.2, -0.2], [-1.2, -0.6, 0.2], [-0.1, 0.1, -0.6], [1.1, 0.8, -0.2], [-0.1, 0.0, 0.3], [-0.2, -0.1, 0.3], [-0.1, 0.0, 0.0], [-0.1, 0.1, 0.0], [0.1, -0.1, 0.0], [0.1, 0.0, 0.0]]
}